Entry from OMol25: one molecule with the formula C3H5N3O at a distorted geometry (the ωB97M-V functional and the def2-TZVPD basis).

Output
Highest occupied orbital energy in eV: -9.45
SMILES string: NN1C=NCC1=O
Frontier orbital gap in eV: 10.07
E in Eh: -356.72230

Each line ends with the Löwdin charge.
Geometry (Å):
N -1.874 -0.712 0.122  0.036
N -0.503 -0.275 0.088  -0.153
C 0.429 -1.222 -0.070  -0.216
N 1.670 -0.849 -0.099  0.044
C 1.577 0.651 0.090  -0.115
C 0.111 0.922 0.076  -0.448
O -0.595 1.930 -0.184  0.020
H -2.480 -0.611 -0.895  0.165
H -2.410 0.186 0.667  0.165
H 0.152 -2.386 -0.284  0.179
H 1.930 1.086 1.213  0.195
H 1.993 1.280 -0.725  0.129